# 1
56
Properties=species:S:1:pos:R:3 method="wB97M-V/def2-TZVPD" e_homo_ha=-0.1357 lumo_ev=2.36 energy_ha=-1329.74513 max_force_ha_per_bohr=0.006 charge=-1 multiplicity=1
C -3.334 4.195 2.285
O -3.563 2.907 2.805
C -2.850 1.883 2.115
C -3.762 0.692 1.892
C -3.080 -0.485 1.199
C -1.894 -1.110 1.958
C -0.564 -1.165 1.181
C -0.322 -0.044 0.176
C 1.113 0.064 -0.324
C 1.337 1.364 -1.070
C 2.617 1.430 -1.910
O 2.378 2.410 -2.869
B 0.894 2.683 -2.885
O 0.325 1.597 -2.007
H -2.266 4.388 2.140
H -3.841 4.334 1.322
H -3.731 4.914 3.002
H -2.483 2.255 1.151
H -1.974 1.601 2.711
H -4.178 0.374 2.855
H -4.607 1.035 1.285
H -3.836 -1.255 1.036
H -2.759 -0.179 0.203
H -1.755 -0.595 2.915
H -2.155 -2.142 2.210
H -0.545 -2.121 0.640
H 0.271 -1.214 1.889
H -0.631 0.924 0.589
H -0.959 -0.188 -0.701
H 1.348 -0.763 -1.006
H 1.814 -0.013 0.515
H 1.362 2.205 -0.344
H 2.778 0.430 -2.358
H 3.503 1.660 -1.297
H 0.409 2.601 -4.018
H 0.676 3.814 -2.383
C -1.783 -3.382 -3.153
C -1.821 -1.934 -2.695
O -2.752 -1.999 -1.606
C -2.767 -3.250 -1.112
O -3.267 -3.577 -0.083
O -2.120 -4.095 -1.955
H -0.807 -3.714 -3.497
H -2.541 -3.596 -3.908
H -0.862 -1.582 -2.311
H -2.197 -1.235 -3.435
C 5.003 -0.556 1.601
C 6.419 -1.027 1.312
O 6.227 -1.878 0.182
C 5.068 -1.518 -0.445
O 4.719 -1.949 -1.491
O 4.397 -0.626 0.313
H 4.933 0.466 1.962
H 4.473 -1.229 2.278
H 7.075 -0.201 1.027
H 6.871 -1.603 2.115

# 2
68
Properties=species:S:1:pos:R:3 method="wB97M-V/def2-TZVPD" e_homo_ha=-0.3709 lumo_ev=0.19 energy_ha=-9981.88780 max_force_ha_per_bohr=0.046 smiles=ClC(Cl)(Cl)Cl.ClC(Cl)(Cl)Cl.ClCCCl.ClCCCl.ClCCCl.ClCCCl.ClCCCl.ClCCCl.OCCO charge=0 multiplicity=1
Cl 5.212 0.979 -2.668
C 4.635 2.380 -1.795
Cl 3.373 3.207 -2.696
Cl 3.972 1.899 -0.223
Cl 5.969 3.551 -1.595
Cl 3.132 6.215 -1.118
C 1.374 6.089 -0.825
Cl 0.456 6.349 -2.310
Cl 1.002 4.511 -0.154
Cl 0.940 7.297 0.427
Cl 4.670 2.303 3.462
C 4.431 0.565 3.676
C 3.065 0.173 3.172
Cl 2.722 -1.494 3.606
H 4.596 0.365 4.731
H 5.179 0.030 3.092
H 2.981 0.279 2.092
H 2.269 0.785 3.595
Cl -2.234 -0.172 3.682
C -3.357 0.247 5.057
C -3.535 -1.018 5.859
Cl -4.457 -0.708 7.316
H -4.293 0.598 4.629
H -2.916 1.063 5.622
H -2.536 -1.314 6.182
H -3.969 -1.840 5.297
Cl -2.977 0.374 -1.405
C -4.360 1.271 -2.118
C -5.563 0.387 -2.397
Cl -6.088 -0.499 -0.920
H -4.035 1.669 -3.077
H -4.578 2.067 -1.415
H -5.318 -0.359 -3.150
H -6.448 0.903 -2.761
Cl 2.348 -1.261 -2.886
C 1.282 -2.685 -2.613
C 0.683 -3.220 -3.900
Cl 1.915 -3.937 -4.977
H 0.496 -2.384 -1.929
H 1.968 -3.440 -2.241
H 0.193 -2.434 -4.474
H -0.062 -4.000 -3.760
Cl 2.567 0.831 -5.445
C 1.238 -0.305 -5.190
C 0.248 0.190 -4.131
Cl -1.122 -0.953 -3.975
H 1.643 -1.271 -4.907
H 0.682 -0.315 -6.126
H -0.147 1.167 -4.392
H 0.810 0.264 -3.201
Cl -3.439 -3.772 2.745
C -1.756 -4.396 2.462
C -0.918 -3.281 1.861
Cl 0.697 -3.965 1.434
H -1.842 -5.286 1.847
H -1.399 -4.657 3.453
H -0.653 -2.611 2.673
H -1.360 -2.875 0.959
O 0.748 1.996 1.568
C 0.213 0.683 1.481
C 0.574 0.133 0.099
O -0.106 0.858 -0.889
H 0.484 2.426 0.738
H 0.533 0.015 2.283
H -0.872 0.741 1.619
H 0.338 -0.942 0.069
H 1.657 0.080 -0.009
H -0.960 0.454 -1.115

# 3
51
Properties=species:S:1:pos:R:3 method="wB97M-V/def2-TZVPD" e_homo_ha=-0.1064 lumo_ev=2.39 energy_ha=-1560.59919 max_force_ha_per_bohr=0.045 charge=-1 multiplicity=1
C -5.467 2.334 2.206
C -5.747 1.644 0.886
F -6.522 0.516 1.145
C -4.512 1.331 0.056
P -3.392 -0.145 0.648
C -1.785 0.908 0.773
C -0.677 0.433 -0.172
C 0.749 0.689 0.333
C 1.756 -0.387 -0.039
O 1.718 -1.523 0.846
C 2.718 -1.592 1.729
O 3.057 -2.631 2.284
P -2.438 -2.052 1.474
C -1.660 -3.111 0.169
C -1.188 -1.749 2.808
H -4.690 3.083 2.107
H -6.374 2.770 2.617
H -5.116 1.604 2.928
H -6.387 2.311 0.300
H -3.992 2.283 -0.053
H -4.868 1.052 -0.939
H -3.025 -0.471 -0.759
H -4.562 -0.996 0.487
H -3.738 0.128 2.052
H -1.405 0.869 1.796
H -1.934 1.970 0.568
H -0.775 1.010 -1.090
H -0.815 -0.608 -0.456
H 0.786 0.816 1.412
H 1.139 1.611 -0.096
H 1.571 -0.768 -1.036
H 2.759 0.036 -0.001
H 3.210 -0.635 1.956
H -2.388 -3.167 -0.635
H -1.543 -4.119 0.555
H -0.705 -2.777 -0.237
H -0.142 -1.836 2.521
H -1.337 -0.763 3.240
H -1.358 -2.460 3.612
C 4.860 1.178 -3.681
C 4.400 0.283 -2.725
C 5.295 -0.531 -2.046
C 6.653 -0.446 -2.318
C 7.114 0.451 -3.272
C 6.218 1.261 -3.955
H 4.160 1.811 -4.210
H 3.342 0.219 -2.509
H 4.933 -1.233 -1.305
H 7.352 -1.079 -1.787
H 8.174 0.518 -3.484
H 6.578 1.957 -4.702

# 4
52
Properties=species:S:1:pos:R:3 method="wB97M-V/def2-TZVPD" e_homo_ha="-0.1528 / -0.2319" lumo_ev="-0.36 / -0.36" energy_ha=-3146.39882 max_force_ha_per_bohr=0.134 charge=0 multiplicity=4
P 0.162 -2.659 1.136
P 0.006 3.113 2.460
C 0.435 0.624 0.652
C 0.681 2.115 1.042
H 1.323 0.007 0.909
H -0.439 0.180 1.155
H 1.776 2.197 1.175
H 0.426 2.745 0.170
C -1.641 3.728 2.072
H -2.011 4.355 2.899
H -2.327 2.877 1.938
H -1.630 4.329 1.149
C 1.128 4.460 2.851
H 0.965 5.316 2.178
H 2.162 4.110 2.725
H 0.972 4.778 3.888
C -0.772 -4.176 0.736
H -0.783 -4.823 1.619
H -0.295 -4.691 -0.109
H -1.798 -3.886 0.467
C 1.863 -3.347 1.103
H 2.583 -2.525 1.203
H 2.016 -3.851 0.138
H 2.004 -4.064 1.919
Co 0.264 -0.095 -1.367
C 0.425 1.191 -2.644
C -0.914 1.124 -2.087
C -2.054 0.416 -2.787
C -1.669 -1.055 -3.080
C -0.578 -1.540 -2.139
C 0.830 -1.504 -2.473
C 1.327 -0.921 -3.774
C 0.886 0.561 -3.941
C -0.197 -2.447 2.908
H 1.034 2.063 -2.366
H -1.238 1.938 -1.419
H -2.394 0.942 -3.695
H -2.929 0.438 -2.118
H -2.551 -1.683 -2.894
H -1.398 -1.189 -4.142
H -0.903 -2.361 -1.488
H 1.452 -2.320 -2.086
H 1.019 -1.509 -4.652
H 2.428 -0.963 -3.811
H 1.791 1.128 -4.218
H 0.167 0.705 -4.759
H 0.595 -1.867 3.400
H -0.272 -3.439 3.368
H -1.146 -1.903 3.027
S -0.343 -0.059 5.422
C -0.262 1.189 4.478
N -0.173 2.250 3.864